#P
ORCA calculation (ωB97M-V with the def2-TZVPD basis set) on a cluster of 2 separate species, C4H13NO2 in total.

Summary:
LUMO level ... 0.89 eV
Structure (SMILES) ... CC[C@@H](N)CO.O

The geometry in ORCA input format:
```
! wB97M-V def2-TZVPD RIJCOSX def2/J DEFGRID3
* xyz 0 1
C 1.9116 0.9937 -0.6971
C 0.7415 0.1195 -0.2234
C 0.6070 0.1751 1.3424
N -0.0017 1.5364 1.6312
C -0.3537 -0.8885 1.8756
O -1.2930 -0.7663 3.1340
H 1.7090 2.0474 -0.4794
H 2.9006 0.9035 -0.1793
H 1.8004 0.9228 -1.8617
H -0.1759 0.4154 -0.6976
H 1.1571 -0.8788 -0.5674
H 1.5538 0.0912 1.8898
H 0.4132 2.3417 1.0358
H -0.8220 1.3354 2.2423
H -1.1420 -1.1233 1.0752
H 0.1498 -1.7854 2.0378
H -1.2321 0.1877 3.1805
O -2.6498 -1.6490 -4.6411
H -2.5143 -1.4029 -5.5636
H -2.7596 -2.5754 -4.5339
*
```



#Q
ORCA calculation (ωB97M-V with the def2-TZVPD basis set) on a cluster of 4 separate species, C4H13NO2 in total.

Summary:
LUMO level ... -4.26 eV

The geometry in ORCA input format:
```
! wB97M-V def2-TZVPD RIJCOSX def2/J DEFGRID3
* xyz 0 1
C -0.0801 0.2516 0.5227
N -1.0117 0.6567 1.5137
C 2.8590 -1.8066 0.1402
C 2.7569 0.4708 -1.0994
C 3.2377 -0.4957 -0.1697
H -0.1282 0.8444 -0.3927
H -0.4073 -0.7806 0.1879
H 0.9888 0.0784 0.8684
H -0.5929 1.4687 2.0347
H 2.1299 -2.2656 -0.5512
H 3.2967 -2.2669 1.0607
H 3.0749 1.5068 -0.9101
H 1.9992 0.2007 -1.8378
H 3.8594 -0.1517 0.5874
H -3.8824 -1.3699 -1.3637
H -3.0046 0.0723 -0.7674
O -3.1438 -0.9763 -0.7033
H -3.4640 2.2059 -0.1529
H -1.8616 0.9961 1.0805
O -2.8021 1.5192 -0.1470
*
```



#R
ORCA calculation (ωB97M-V with the def2-TZVPD basis set) on a cluster of 3 separate species, C4H13NO2 in total.

Summary:
LUMO level ... 0.56 eV
Structure (SMILES) ... C=C(C)NC.O.O

The geometry in ORCA input format:
```
! wB97M-V def2-TZVPD RIJCOSX def2/J DEFGRID3
* xyz 0 1
C -2.2846 0.5550 -1.2412
C -1.1872 1.2386 -0.9224
C -1.2860 2.6730 -0.4894
N 0.0569 0.5722 -0.8224
C 1.2624 1.3820 -0.9100
H -3.2187 1.0747 -1.3113
H -2.2282 -0.5079 -1.4234
H -1.8548 3.2685 -1.2118
H -0.3312 3.2202 -0.4719
H -1.7098 2.7300 0.5018
H 0.1021 -0.1465 -1.5255
H 1.4936 1.8640 0.0503
H 1.3148 2.0989 -1.7282
H 2.1163 0.7013 -1.0187
O 2.8750 -3.7131 2.1916
H 2.0331 -3.2408 2.1984
H 3.4306 -3.2078 1.5827
O -0.2802 -1.7825 1.3927
H 0.1695 -1.0025 1.7515
H -1.2037 -1.5426 1.2870
*
```



Going by the energies, #R is most stable and the next is 1.726 eV up.



#P
ORCA calculation (ωB97M-V with the def2-TZVPD basis set) on a cluster of 2 separate species, C4H13NO2 in total.

Summary:
LUMO level ... 0.52 eV
Structure (SMILES) ... CNC[C@H](C)O.O

The geometry in ORCA input format:
```
! wB97M-V def2-TZVPD RIJCOSX def2/J DEFGRID3
* xyz 0 1
C -0.0828 -3.1608 1.3365
N -0.5946 -1.8796 0.8059
C 0.4911 -0.9668 0.5298
C -0.0153 0.2905 -0.0226
C 1.1386 1.3941 -0.1141
O -1.0391 0.9274 0.8817
H -0.7800 -3.6693 2.0334
H 0.8947 -2.8308 1.9523
H 0.2269 -3.7975 0.5759
H -1.3283 -1.5074 1.4496
H 0.8141 -0.6513 1.4897
H 1.2926 -1.3957 -0.2366
H -0.4878 0.2689 -1.0629
H 0.5352 2.3099 -0.3446
H 1.6900 1.3035 0.8458
H 1.8696 1.1405 -0.8852
H -1.9089 0.8160 0.3934
O -0.6519 4.0825 -3.3725
H -0.8107 3.2201 -3.7100
H -1.2535 4.1058 -2.5452
*
```



#Q
ORCA calculation (ωB97M-V with the def2-TZVPD basis set) on a cluster of 3 separate species, C4H13NO2 in total.

Summary:
LUMO level ... 0.82 eV
Structure (SMILES) ... C=C(C)NC.O.O

The geometry in ORCA input format:
```
! wB97M-V def2-TZVPD RIJCOSX def2/J DEFGRID3
* xyz 0 1
C 1.3345 -0.6252 1.4154
C 0.2031 -0.8952 0.7081
C -0.8263 -1.9113 1.2636
N 0.1309 -0.4849 -0.6289
C -1.1625 -0.5348 -1.3381
H 1.6877 -1.0527 2.3388
H 1.8704 0.2210 0.9692
H -1.3184 -1.4837 2.1285
H -1.6424 -2.1905 0.6040
H -0.3501 -2.8189 1.6920
H 0.9016 -0.5688 -1.2662
H -1.9703 -0.8662 -0.6956
H -1.3871 0.5082 -1.7456
H -1.0306 -1.1445 -2.2308
O 0.4388 2.2692 -1.9856
H 0.9073 2.3455 -1.1342
H 1.1700 2.1540 -2.6020
O 0.6764 2.4053 0.6747
H 0.1409 1.6018 0.6373
H 0.2262 3.0716 1.1958
*
```



Going by the energies, #Q is most stable and the next is 0.471 eV up.



#P
ORCA calculation (ωB97M-V with the def2-TZVPD basis set) on an isolated molecule of C3H7NOS2.

Summary:
LUMO level ... 0.44 eV
Structure (SMILES) ... N[C@H](C=O)CSS

The geometry in ORCA input format:
```
! wB97M-V def2-TZVPD RIJCOSX def2/J DEFGRID3
* xyz 0 1
N 0.0126 -0.1296 -1.7194
C -0.1134 -0.5083 -0.3237
C -1.4690 -1.1610 -0.2523
O -2.5123 -0.5843 -0.1102
C -0.0149 0.7947 0.5162
S 1.7652 1.3099 0.3938
S 2.2875 1.4367 2.4261
H 0.5389 -0.6550 -2.3883
H -0.7237 0.4427 -2.0907
H 0.7451 -1.1379 -0.1114
H -1.5239 -2.2133 -0.5932
H -0.1423 0.6327 1.5815
H -0.5744 1.5048 -0.0836
H 1.7247 0.2678 2.7553
*
```



#Q
ORCA calculation (ωB97M-V with the def2-TZVPD basis set) on an isolated molecule of C3H7NOS2.

Summary:
LUMO level ... 0.33 eV
Structure (SMILES) ... N[C@H](C=O)CSS

The geometry in ORCA input format:
```
! wB97M-V def2-TZVPD RIJCOSX def2/J DEFGRID3
* xyz 0 1
N 1.1267 2.1174 -0.5126
C -0.2038 1.5460 -0.5424
C -1.2830 2.4978 -0.0343
O -2.1816 2.1819 0.6850
C -0.4254 0.1947 0.1666
S 0.8614 -1.0241 -0.5211
S 0.4964 -2.6991 0.6704
H 1.6089 1.6704 0.2558
H 1.6661 1.9361 -1.3580
H -0.4744 1.3803 -1.5981
H -1.1542 3.5607 -0.3517
H -1.3292 -0.2829 -0.1612
H -0.2105 0.2353 1.2289
H -0.8294 -2.9074 0.3988
*
```



Going by the energies, #Q is most stable and the next is 0.381 eV up.



#P
ORCA calculation (ωB97M-V with the def2-TZVPD basis set) on a structure of composition C3H7NOS2.

Summary:
LUMO level ... -0.02 eV

The geometry in ORCA input format:
```
! wB97M-V def2-TZVPD RIJCOSX def2/J DEFGRID3
* xyz 0 1
C 0.3204 0.3996 -0.3623
C -1.2453 0.1352 -0.9096
C 1.3702 -0.7551 -0.1692
H 0.8498 0.5938 1.8154
H 0.6508 2.5489 0.7094
H 0.9883 0.9489 -1.1539
H -1.5483 1.1017 -1.4375
H -1.3229 -0.4995 -1.8065
H -2.2554 -0.4572 1.3880
H 0.0487 -1.6657 0.7246
N 0.3500 1.2505 0.8944
O 0.9701 -1.8391 0.5421
S -2.2127 -1.0659 0.0308
S 3.0363 -0.6960 -0.2658
*
```



#Q
ORCA calculation (ωB97M-V with the def2-TZVPD basis set) on an isolated molecule of C3H7NOS2.

Summary:
LUMO level (alpha / beta) ... 0.10 / 0.10 eV

The geometry in ORCA input format:
```
! wB97M-V def2-TZVPD RIJCOSX def2/J DEFGRID3
* xyz 0 1
C -0.8701 -2.3175 0.3889
C -0.2267 0.3328 -0.0265
C 0.2625 1.4996 -0.7840
N 1.2630 -0.6055 1.2001
O -0.5378 -1.2328 2.7431
S -0.6351 -1.0667 -0.9308
S 0.4012 -1.8221 1.8019
H -1.8754 -2.0113 0.8254
H -0.8591 -3.3582 0.1550
H -0.6480 0.3826 0.9619
H 0.1220 1.4849 -1.8566
H 1.3380 1.7505 -0.6034
H -0.3440 2.3639 -0.3271
H 2.1176 -0.7140 0.5967
*
```



Going by the energies, #Q is most stable and the next is 1.302 eV up.



#P
ORCA calculation (ωB97M-V with the def2-TZVPD basis set) on a structure of composition C3H7NOS2.

Summary:
LUMO level ... 0.44 eV

The geometry in ORCA input format:
```
! wB97M-V def2-TZVPD RIJCOSX def2/J DEFGRID3
* xyz 0 1
C -0.0598 -1.8153 -0.0556
C -1.0122 0.7239 -0.1854
C 0.1565 -0.5968 0.7592
N 1.4535 -0.1705 0.9553
O -1.1147 -2.3919 -0.1937
S -2.7331 0.3733 -0.0163
S 2.6148 -0.0724 -0.3796
H 0.8228 -2.0709 -0.7004
H -0.7273 0.7093 -1.1475
H -0.7153 1.5144 0.3808
H -0.4525 -0.5404 1.7871
H 1.6373 0.7116 1.3689
H -2.9945 -0.4651 -1.0131
H 1.9619 0.5555 -1.3571
*
```



#Q
ORCA calculation (ωB97M-V with the def2-TZVPD basis set) on an isolated molecule of C3H7NOS2.

Summary:
LUMO level ... 0.60 eV

The geometry in ORCA input format:
```
! wB97M-V def2-TZVPD RIJCOSX def2/J DEFGRID3
* xyz 0 1
C -0.4790 -1.5253 0.6519
C -2.8196 -0.1623 -0.4004
C 2.4584 1.0339 0.4527
N 0.1816 -0.5355 0.1734
O 2.1978 -0.9356 -1.2336
S -2.1418 -1.6071 0.4343
S 1.9985 -0.7546 0.1484
H -3.6464 -0.0680 0.3132
H -2.9562 -0.5412 -1.4658
H -2.1289 0.6647 -0.3571
H 3.5321 1.2893 0.5033
H 2.0573 1.2875 1.5122
H 1.9075 1.6968 -0.1116
H -0.1616 0.1573 -0.6209
*
```



#R
ORCA calculation (ωB97M-V with the def2-TZVPD basis set) on a structure of composition C3H7NOS2.

Summary:
LUMO level ... 0.52 eV

The geometry in ORCA input format:
```
! wB97M-V def2-TZVPD RIJCOSX def2/J DEFGRID3
* xyz 0 1
C 2.2381 -1.0368 0.2232
C -0.0095 0.0841 -0.2951
C -0.6866 1.4801 -0.5177
H 2.3010 -1.7384 -0.6910
H 1.2260 -1.1930 1.0691
H 3.3011 -0.9338 1.0806
H 0.2116 2.2905 -0.7448
H -1.4910 1.4099 -1.3056
H -1.7532 0.9817 0.8712
H -2.9246 -1.7635 0.4800
N -0.5526 -0.9960 0.0524
O -1.2614 1.7327 0.6558
S 1.6315 0.4581 -0.4808
S -2.2303 -0.7756 -0.3971
*
```



Going by the energies, #P is most stable and the next is 0.676 eV up.



#P
ORCA calculation (ωB97M-V with the def2-TZVPD basis set) on a cluster of 2 separate species, C4H14N3 in total.

Summary:
LUMO level ... -3.07 eV

The geometry in ORCA input format:
```
! wB97M-V def2-TZVPD RIJCOSX def2/J DEFGRID3
* xyz 1 1
C -1.8869 1.0757 0.7126
C -1.5975 1.8379 -0.5623
H -2.3326 0.0939 0.5212
H -1.0502 0.9086 1.4099
H -2.5420 1.5948 1.4276
H -0.9865 2.7459 -0.4096
H -2.5739 2.0186 -1.0313
H -1.1779 1.2008 -1.3589
C 2.0368 0.5496 -0.3854
C 0.6648 -1.4030 0.1222
N 0.8541 -0.2478 -0.5271
N 1.6731 -2.0816 0.6534
N -0.5540 -1.9643 -0.0316
H 0.0693 0.0665 -1.0720
H 2.6019 -1.8247 0.3521
H 1.5330 -2.7658 1.3825
H -1.3581 -1.5181 -0.4412
H -0.6533 -2.8743 0.3930
H 2.9197 0.3295 -1.0083
H 2.5571 0.6996 0.5736
H 1.8031 1.5584 -0.7206
*
```



#Q
ORCA calculation (ωB97M-V with the def2-TZVPD basis set) on a cluster of 2 separate species, C4H14N3 in total.

Summary:
LUMO level ... -2.96 eV

The geometry in ORCA input format:
```
! wB97M-V def2-TZVPD RIJCOSX def2/J DEFGRID3
* xyz 1 1
C 2.4982 0.2603 0.9189
C 0.5008 1.0885 -0.1851
N 1.2260 0.0617 0.2395
N 0.5408 2.2664 0.4385
N -0.3353 0.9654 -1.2172
H 0.9692 -0.8793 -0.0512
H 1.1427 2.4238 1.2298
H 0.0525 3.0567 0.0436
H -0.3374 0.0271 -1.5901
H -0.6865 1.6233 -1.8714
H 3.1498 0.9541 0.3876
H 3.0368 -0.5416 1.3995
H 2.2597 0.8475 1.8346
C -2.4438 -1.7531 0.4793
C -1.7712 -2.4537 -0.7003
H -3.2388 -2.4369 0.8068
H -1.8154 -1.5905 1.3419
H -3.0881 -0.9360 0.1527
H -2.4872 -2.5816 -1.5092
H -0.9225 -1.9382 -1.1975
H -1.1748 -3.3493 -0.4912
*
```



#R
ORCA calculation (ωB97M-V with the def2-TZVPD basis set) on a cluster of 2 separate species, C4H14N3 in total.

Summary:
LUMO level ... -3.00 eV

The geometry in ORCA input format:
```
! wB97M-V def2-TZVPD RIJCOSX def2/J DEFGRID3
* xyz 1 1
C 0.5581 1.7967 -2.4360
C -0.5351 -0.0120 -1.0758
N -0.5300 1.1787 -1.6423
N 0.6060 -0.7468 -1.1989
N -1.6246 -0.6782 -0.6766
H -1.3476 1.7591 -1.5522
H 1.5408 -0.3865 -1.1509
H 0.6880 -1.5588 -0.5817
H -2.4756 -0.1439 -0.5469
H -1.4374 -1.5005 -0.1161
H 1.3098 1.0768 -2.7134
H 0.9432 2.5901 -1.7983
H 0.1014 2.2289 -3.3204
C 0.0680 -1.4460 2.5811
C 0.4653 0.0498 2.1999
H 1.0365 -1.9346 2.6882
H -0.6943 -1.4231 3.3393
H -0.2532 -1.9123 1.6449
H 1.3090 0.0459 1.5194
H 0.7001 0.5822 3.1155
H -0.4283 0.4347 1.7212
*
```



Going by the energies, #P is most stable and the next is 0.060 eV up.